Entry 1:
Computed, not measured: C40H48AsN9OPRbSSe as an isolated structure, with ωB97M-V/def2-TZVPD.

```
103
Properties=species:S:1:pos:R:3
Rb 0.5530 0.9776 0.1263
C -0.5158 1.7445 -4.7877
C -0.1068 1.2781 -3.5288
N -0.2798 1.9421 -2.3931
C -0.8893 3.1472 -2.4456
C -1.3317 3.6878 -3.6870
C -1.1282 2.9541 -4.8574
C -1.9777 4.9583 -3.7585
C -2.1863 5.6791 -2.6447
C -1.7649 5.1840 -1.3758
C -1.9932 5.9471 -0.2265
C -1.5944 5.4739 0.9817
C -0.9594 4.2234 1.0227
N -0.7234 3.4720 -0.0381
C -1.1146 3.9239 -1.2479
H -0.3418 1.1478 -5.6742
H 0.3755 0.3364 -3.4413
H -1.4568 3.3438 -5.8164
H -2.3053 5.3479 -4.7164
H -2.6798 6.6425 -2.7156
H -2.4874 6.9112 -0.2949
H -1.7571 6.0393 1.8906
H -0.6348 3.8212 1.9334
C 3.6673 -4.1778 -0.6997
N 2.2820 -3.7988 -0.5077
C 1.8870 -4.0377 0.8695
N 2.7475 -3.3128 1.7928
C 4.1303 -3.6985 1.5818
N 4.5426 -3.4582 0.2098
C 4.6494 -2.0259 -0.1071
P 2.9799 -1.2588 0.0782
C 1.9953 -2.4092 -0.9658
C 2.5365 -1.8311 1.7549
H 3.9710 -4.0161 -1.7381
H 3.7785 -5.2565 -0.5327
H 1.9426 -5.1133 1.0843
H 0.8389 -3.7692 1.0267
H 4.2534 -4.7634 1.8162
H 4.7880 -3.1736 2.2814
H 5.0279 -1.8936 -1.1237
H 5.3712 -1.5497 0.5615
H 2.2410 -2.3156 -2.0010
H 0.9313 -2.1964 -0.8784
H 1.5062 -1.5819 1.9974
H 3.1478 -1.3494 2.5122
C -1.4599 3.4828 3.9263
N -0.2904 2.7154 4.2780
C -0.2309 1.8917 5.4075
C 0.9850 1.3442 5.4627
N 1.7224 1.8071 4.3933
C 3.1016 1.4677 4.1267
C 0.9374 2.6257 3.6662
Se 1.4680 3.5025 2.1520
H -2.2455 3.2896 4.6546
H -1.8222 3.1978 2.9482
H -1.2182 4.5494 3.9307
H -1.0401 1.7462 6.0979
H 1.3586 0.6669 6.2103
H 3.4621 0.7871 4.9000
H 3.7101 2.3764 4.1316
H 3.1695 0.9755 3.1345
N -5.0960 -2.3024 4.6060
C -4.2608 -1.2466 4.9215
S -4.4646 -0.5533 6.4703
C -3.3118 -0.8254 3.9479
C -2.4300 0.2351 4.1963
C -1.5178 0.6299 3.2422
N -1.3861 0.0610 2.0223
C -2.2288 -0.9585 1.7900
C -3.1813 -1.4314 2.6841
H -5.7600 -2.5895 5.3001
H -5.0935 -2.8065 3.7404
H -2.4560 0.7529 5.1391
H -0.8497 1.4391 3.4795
H -2.0916 -1.4369 0.8102
H -3.7990 -2.2605 2.3866
C -3.5924 -2.3268 -0.2141
As -2.2097 -0.9310 -0.5796
C -1.8531 -1.6410 -2.4375
C -3.5279 0.4149 -1.1588
H -4.2813 -2.4011 -1.0577
H -4.1501 -2.0689 0.6728
H -3.1008 -3.2922 -0.0641
H -2.7898 -1.8364 -2.9763
H -1.2864 -2.5714 -2.3590
H -1.2690 -0.9136 -2.9942
H -4.2500 -0.0345 -1.8436
H -3.0045 1.2291 -1.6620
H -4.0541 0.8091 -0.2864
O 2.0765 0.6490 1.9417
C 1.3096 -0.4571 -2.3453
C 1.6874 -1.0516 -3.3780
C 2.1158 -1.7388 -4.5419
C 1.5203 -2.9573 -4.9140
C 1.9418 -3.6283 -6.0523
C 2.9595 -3.1053 -6.8412
C 3.5582 -1.9009 -6.4849
C 3.1454 -1.2215 -5.3499
H 0.7267 -3.3755 -4.3079
H 1.4743 -4.5671 -6.3281
H 3.2858 -3.6336 -7.7301
H 4.3528 -1.4915 -7.0991
H 3.6193 -0.2856 -5.0830
```

The calculation puts the gap between HOMO and LUMO (alpha / beta) at 5.475 / 3.969 eV. The calculation puts the LUMO energy (alpha / beta) at 0.134 / 0.134 Eh. Its charge is -2. The largest force on an atom is 9.04 eV/Å. The value obtained for the energy above the lowest of the compared OMol25 structures with the same formula, charge and spin is 160.1 kcal/mol. The value obtained for the HOMO energy (alpha / beta) is -0.067 / -0.012 hartree.

Löwdin population analysis, charges in e, atoms 1 to 4:
1 Rb 0.744
2 C -0.027
3 C -0.156
4 N 0.071



Entry 2:
Computed, not measured: C40H48MgN6O3 as an isolated structure, with ωB97M-V/def2-TZVPD.

```
98
Properties=species:S:1:pos:R:3
Mg 0.5086 -0.1982 0.7387
C -3.2489 2.9281 2.6954
C -3.0707 2.0392 1.4565
C -3.9421 2.5663 0.3179
C -3.3322 0.5835 1.8242
C -4.6300 0.0802 1.8403
C -4.8979 -1.2031 2.2999
C -3.8624 -1.9826 2.7885
C -2.5508 -1.5110 2.7988
C -1.4525 -2.3519 3.4290
C -1.6887 -2.5027 4.9349
C -1.3219 -3.7183 2.7478
C -2.2803 -0.2402 2.2767
N -0.9377 0.2377 2.2075
C -0.4939 0.9321 3.2736
O -1.0363 1.1506 4.3602
C 0.8785 1.5458 3.0153
C 1.4810 2.5064 3.7995
C 2.7209 2.9942 3.3934
C 3.3244 2.5345 2.2230
C 2.6471 1.5882 1.4820
N 1.4708 1.1123 1.9004
C 3.0769 1.0819 0.1078
O 4.2544 1.2287 -0.2230
N 2.0314 0.5774 -0.5909
C 2.2017 0.4969 -2.0057
C 2.2402 -0.7307 -2.6923
C 2.3229 -0.7383 -4.0826
C 2.3634 0.4389 -4.8092
C 2.3195 1.6496 -4.1322
C 2.2392 1.7056 -2.7440
C 2.2176 3.0774 -2.0700
C 1.1150 3.9892 -2.6189
C 3.5830 3.7673 -2.2012
C 2.2352 -2.0659 -1.9682
C 3.6201 -2.7147 -2.0450
C 1.1498 -3.0158 -2.4996
H -2.9409 3.9588 2.4815
H -2.6619 2.5539 3.5360
H -4.3040 2.9417 2.9952
H -2.0313 2.1096 1.1402
H -5.0078 2.5110 0.5571
H -3.7791 2.0100 -0.6027
H -3.7068 3.6175 0.1249
H -5.4562 0.7062 1.5185
H -5.9155 -1.5813 2.2999
H -4.0810 -2.9676 3.1895
H -0.5132 -1.8226 3.2924
H -2.5452 -3.1582 5.1339
H -1.8852 -1.5273 5.3863
H -0.8094 -2.9368 5.4242
H -2.2532 -4.2869 2.8180
H -0.5294 -4.3107 3.2177
H -1.0832 -3.5950 1.6878
H 0.9767 2.8583 4.6892
H 3.2143 3.7543 3.9856
H 4.2821 2.8977 1.8746
H 2.3661 -1.6898 -4.6053
H 2.4346 0.4179 -5.8913
H 2.3644 2.5741 -4.7011
H 2.0051 2.9299 -1.0152
H 1.2362 4.1731 -3.6903
H 1.1419 4.9592 -2.1117
H 0.1203 3.5582 -2.4567
H 3.7908 3.9960 -3.2519
H 4.3761 3.1225 -1.8249
H 3.5976 4.7065 -1.6396
H 2.0303 -1.8729 -0.9231
H 3.8672 -2.9750 -3.0796
H 3.6600 -3.6324 -1.4455
H 4.3869 -2.0254 -1.6792
H 1.4428 -3.4597 -3.4563
H 0.2064 -2.4879 -2.6505
H 0.9680 -3.8353 -1.7975
C 1.5943 -4.6871 0.9673
N 2.2859 -3.8192 1.9127
C 2.0343 -2.5036 2.0327
N 2.7349 -1.8301 2.9798
O 1.1665 -1.9599 1.3109
H 2.3098 -5.1881 0.3168
H 0.9376 -4.0767 0.3580
H 0.9949 -5.4339 1.4877
H 2.9700 -4.2320 2.5184
H 3.5553 -2.2284 3.3995
H 2.6514 -0.8286 2.9838
N -0.7783 -0.4670 -0.8599
C -1.3408 -0.1487 -1.8057
C -2.0588 0.2370 -2.9911
C -3.4145 -0.0692 -3.1038
C -4.0955 0.3191 -4.2433
C -3.4246 0.9974 -5.2559
C -2.0691 1.2799 -5.1420
C -1.3766 0.9016 -4.0054
H -3.9156 -0.5940 -2.2987
H -5.1523 0.0990 -4.3400
H -3.9647 1.3050 -6.1432
H -1.5485 1.7951 -5.9392
H -0.3155 1.1025 -3.8982
```

The calculation puts the gap between HOMO and LUMO at 7.751 eV. The calculation puts the LUMO energy at -0.005 Eh. Its charge is 0. The largest force on an atom is 1.09 eV/Å. The value obtained for the energy above the lowest of the compared OMol25 structures with the same formula, charge and spin is 6.6 kcal/mol. The value obtained for the HOMO energy is -0.289 hartree.

Löwdin population analysis, charges in e, atoms 1 to 4:
1 Mg 0.561
2 C -0.050
3 C -0.370
4 C -0.073



Q: largest force on an atom of number 1 (C40H48AsN9OPRbSSe)?
A: 9.04 eV/Å